Molecular formula: C30H45N2O26
Method: DFT, the ωB97M-V functional and the def2-TZVPD basis

Properties
Molar mass = 849.68 g/mol
LUMO level = 1.850 eV
Strongest force on any atom = 1.822 eV/A
Kohn-Sham gap = 6.32 eV
Charge = -1
HOMO energy = -4.5 eV

XYZ file:
```
103
C30H45N2O26, DFT the ωB97M-V functional and the def2-TZVPD basis
H 1.546 -1.078 -1.753
H -4.110 5.279 2.865
C -2.333 0.661 -0.078
H -0.067 7.751 -3.415
O -4.083 1.374 5.665
C 1.047 4.882 -3.997
H -0.552 -7.046 3.727
C -0.793 1.870 -2.630
O 1.246 6.231 -3.947
C 3.283 -0.447 4.805
O 1.972 -0.240 5.097
H -1.352 2.967 -0.967
C -0.032 6.853 -4.030
H 0.912 -0.663 6.838
H 1.553 -8.776 4.153
O -3.561 4.178 1.246
O -1.766 -1.722 3.408
C 4.748 -3.473 -2.619
O 2.374 -6.420 0.739
C 2.403 -1.426 -6.845
H -2.622 2.482 3.020
O 3.874 -1.247 5.737
H 4.675 -4.309 -3.318
H -2.495 0.361 4.737
H 5.045 -3.853 -1.643
C 3.515 -1.771 -3.406
O 1.018 -2.648 -8.199
O 3.844 0.009 3.863
H 1.422 1.795 -2.854
C 1.626 -1.128 6.161
H 6.082 -1.785 -2.306
O 4.773 -1.559 -3.878
C 5.657 -2.380 -3.118
H 0.277 -1.063 -7.065
H -1.092 5.796 -2.451
O -1.926 1.275 0.963
H -1.856 -2.041 1.343
O 2.566 -1.121 -3.709
O -2.782 6.168 0.562
C -0.960 5.775 -3.536
H -1.480 -4.250 2.224
H 0.476 1.223 0.049
H 0.556 -1.131 -0.275
H -0.224 7.128 -5.071
O -3.770 3.291 4.562
H -3.072 -0.025 -2.422
H 6.467 -2.759 -3.739
O -5.239 3.225 6.274
H -4.221 7.311 1.561
H -0.770 2.442 -3.585
H -0.289 -8.429 2.645
O -1.419 -2.313 5.552
C 0.951 0.901 -0.906
H -3.936 0.628 3.735
H 0.670 -2.543 -6.168
C -1.243 -2.491 4.383
H -3.562 1.350 -3.173
H 2.588 -0.479 -7.358
O -0.488 -3.498 3.869
H 3.196 -0.665 7.591
H -1.939 5.816 -4.011
O 0.505 -6.651 1.980
H -1.813 2.640 4.595
H 1.733 -7.039 4.475
C -4.398 5.156 1.819
C -1.150 -2.104 2.169
O 2.408 -7.648 2.630
C 1.817 -6.863 1.688
O 2.639 -3.852 -9.207
H 2.709 -1.330 -5.806
O 3.484 -2.820 -2.546
C 1.490 -7.782 3.712
C 0.660 1.918 -2.060
H -5.442 4.846 1.773
O 3.141 -2.460 -7.504
H -0.264 -0.772 -1.823
H 3.016 -2.397 7.242
C 0.981 -1.889 -6.986
C 2.299 -3.062 -8.382
O 1.917 4.084 -4.117
O -0.273 4.578 -3.892
N -1.801 2.531 -1.778
C -2.844 1.610 -1.250
H 0.793 2.945 -1.630
C 2.955 -1.397 6.815
H -4.787 6.447 0.117
C -4.440 2.685 5.570
H 2.053 0.965 -0.707
N -3.563 0.858 -2.282
H -0.316 -1.430 1.967
C -2.757 2.396 4.100
H 1.178 -2.029 5.738
C -4.135 6.386 0.993
H -3.605 2.264 -0.758
C -2.549 4.814 0.626
O -1.593 4.253 0.212
C 0.161 -7.522 3.056
O -2.368 -0.576 -0.154
H 0.205 -3.781 1.922
C 0.663 -0.595 -1.250
C -0.706 -3.513 2.453
C -3.290 1.064 4.500
H -1.038 0.826 -2.920
```